Computed, not measured: a molecular structure, C33H29GeHgN3O3S in a non-equilibrium geometry, with ωB97M-V/def2-TZVPD.

Output
Net charge: -1
ΔE to the lowest compared entry with this formula, charge and spin in kcal/mol: 0.0
HOMO-LUMO gap (spin up / spin down) in eV: 4.8 / 6.4
Spin multiplicity: 2

Atoms and positions in Å:
Hg (3.574830, 2.614719, -0.278432)
O (-5.011867, 2.306445, -1.585240)
N (-3.968718, 2.063551, -2.227730)
O (-4.036100, 1.613340, -3.395669)
C (-2.735388, 2.288305, -1.625939)
C (-2.742158, 2.691576, -0.281995)
C (-1.588683, 2.969474, 0.444575)
C (-1.599021, 3.531259, 1.727031)
C (-0.468902, 3.726060, 2.527247)
C (0.719418, 3.009222, 2.474900)
N (0.867768, 1.845143, 1.808213)
C (0.300983, 1.569747, 0.685868)
C (-0.274746, 2.446228, -1.644276)
N (0.918338, 2.507216, -2.228921)
C (1.015202, 2.298838, -3.537723)
C (-0.087779, 2.010491, -4.317969)
C (-1.338677, 1.969337, -3.727520)
C (-1.476026, 2.196126, -2.348803)
H (-3.707787, 2.795461, 0.190081)
H (-2.545929, 3.930738, 2.075700)
H (-0.571256, 4.411325, 3.363158)
H (1.488970, 3.220226, 3.210701)
H (2.014350, 2.376963, -3.956368)
H (0.024457, 1.826727, -5.379021)
H (-2.217340, 1.770420, -4.316463)
C (4.081890, -2.558279, -0.102287)
S (4.180612, -0.839834, 0.520727)
C (4.690466, -1.284847, 2.217116)
O (2.785252, -0.373793, 0.643631)
H (5.036097, -3.054513, 0.070810)
H (3.865363, -2.511693, -1.168462)
H (3.269539, -3.067790, 0.410641)
H (5.531545, -1.975727, 2.184716)
H (3.825698, -1.707237, 2.723784)
H (4.985438, -0.359587, 2.708707)
C (-0.249032, 2.714332, -0.169880)
Ge (-0.044967, -0.360000, 0.427094)
C (-1.973422, -0.681405, 0.069749)
C (-2.419026, -0.873666, -1.236959)
C (-3.754995, -1.123820, -1.513405)
C (-4.675637, -1.168245, -0.477699)
C (-4.248935, -0.990967, 0.829634)
C (-2.908791, -0.755432, 1.098638)
C (0.748787, -1.338309, -1.105303)
C (1.596896, -0.721971, -2.019487)
C (2.047276, -1.399605, -3.143104)
C (1.645999, -2.708306, -3.376897)
C (0.803100, -3.336065, -2.470495)
C (0.360485, -2.654279, -1.345002)
C (0.272705, -1.113175, 2.233783)
C (-0.249222, -0.439687, 3.337787)
C (-0.010597, -0.887377, 4.628823)
C (0.770741, -2.014010, 4.843662)
C (1.293970, -2.698697, 3.756751)
C (1.032026, -2.252495, 2.468166)
H (0.415797, 3.568208, 0.018386)
H (-1.713289, -0.820119, -2.058249)
H (-4.079761, -1.241915, -2.538658)
H (-5.723123, -1.339398, -0.691003)
H (-4.963536, -1.031561, 1.643384)
H (-2.584748, -0.636231, 2.126368)
H (1.910577, 0.297301, -1.840113)
H (2.702518, -0.899424, -3.846990)
H (1.980087, -3.232051, -4.264430)
H (0.475023, -4.352520, -2.653803)
H (-0.318963, -3.144737, -0.655105)
H (-0.839548, 0.457868, 3.194175)
H (-0.425275, -0.349215, 5.472791)
H (0.974834, -2.353321, 5.852210)
H (1.913624, -3.574409, 3.917232)
H (1.432585, -2.800932, 1.623162)

Cartesian forces, eV/Å:
Hg -0.003 0.054 -0.010
O 0.085 -0.058 -0.028
N -0.167 0.008 0.049
O 0.052 -0.020 0.002
C -0.020 0.086 0.338
C -0.207 0.023 -0.166
C 0.079 0.139 -0.040
C -0.104 0.030 -0.190
C 0.144 -0.071 0.019
C -0.090 0.346 0.118
N 0.073 -0.330 -0.141
C 0.095 0.118 -0.075
C -0.157 -0.003 -0.116
N 0.047 0.021 0.018
C 0.031 0.035 0.070
C 0.044 0.006 0.006
C 0.074 -0.093 0.027
C 0.079 0.059 -0.296
H 0.002 0.007 0.029
H -0.007 -0.053 0.052
H 0.045 0.021 0.000
H -0.019 0.005 -0.010
H -0.017 -0.058 -0.052
H -0.009 0.030 -0.012
H -0.007 -0.010 0.029
C 0.105 0.419 0.044
S 0.329 -0.933 0.279
C 0.011 0.260 -0.373
O -0.090 0.386 0.060
H 0.011 -0.019 -0.034
H -0.044 0.035 0.010
H -0.002 0.006 0.081
H 0.007 -0.005 0.021
H -0.053 -0.092 -0.030
H -0.023 0.004 0.016
C -0.147 -0.254 0.272
Ge -0.326 -0.347 -0.006
C 0.264 0.069 0.035
C 0.046 0.008 -0.018
C -0.036 0.075 0.003
C -0.015 -0.064 -0.031
C -0.045 0.001 0.060
C 0.076 0.009 0.057
C -0.094 0.181 0.332
C 0.072 0.021 0.063
C 0.000 0.035 -0.085
C 0.016 -0.011 0.042
C 0.046 -0.105 -0.049
C -0.051 0.032 0.102
C 0.034 0.113 -0.325
C -0.063 -0.008 0.002
C -0.015 -0.033 0.052
C 0.041 0.014 0.015
C -0.012 -0.050 0.044
C -0.020 -0.096 -0.137
H 0.015 -0.055 0.018
H -0.026 0.010 -0.033
H -0.010 0.025 -0.014
H -0.010 0.024 -0.001
H 0.000 0.007 0.001
H -0.074 0.021 -0.007
H 0.034 0.018 -0.036
H -0.016 0.018 -0.006
H 0.006 -0.007 0.004
H 0.007 -0.007 0.034
H -0.030 -0.021 -0.043
H 0.038 0.035 0.013
H -0.001 0.021 -0.014
H -0.008 -0.003 0.000
H -0.045 -0.029 -0.029
H 0.053 -0.002 -0.010

=====

Computed, not measured: a molecular structure, C33H29LaN8O7SSe in a non-equilibrium geometry, with ωB97M-V/def2-TZVPD.

Output
ΔE to the lowest compared entry with this formula, charge and spin in kcal/mol: 35.9
HOMO-LUMO gap in eV: 7.1
Spin multiplicity: 1

Atoms and positions in Å:
La (0.320492, -1.667984, -0.528210)
Se (6.467680, 1.388126, 4.210777)
N (4.718969, 1.813203, 4.106063)
C (4.239658, 1.005489, 3.124230)
C (2.865214, 0.969031, 2.612687)
C (1.907349, 1.903491, 3.074924)
C (0.584355, 1.774843, 2.740048)
C (0.287496, 0.734891, 1.913346)
N (1.162190, -0.091723, 1.373949)
C (2.430822, 0.033897, 1.753080)
C (3.430980, -0.905671, 1.170258)
N (2.991334, -1.863842, 0.308807)
C (3.824183, -2.626698, -0.306558)
C (5.224374, -2.542770, -0.171807)
C (5.686587, -1.512398, 0.658045)
C (4.789381, -0.702438, 1.391549)
C (5.196609, 0.116943, 2.537699)
N (6.363507, 0.086301, 3.019282)
H (2.293144, 2.714498, 3.716735)
H (-0.149066, 2.414744, 3.150066)
H (-0.678110, 0.477281, 1.584900)
H (3.453346, -3.387029, -0.988221)
H (5.802374, -3.215319, -0.834025)
H (6.766177, -1.398953, 0.815200)
C (0.130682, 5.291624, -0.787332)
C (0.782397, 4.182781, 0.111252)
N (1.427649, 3.139870, -0.766992)
C (2.946841, 3.049190, -0.642377)
C (3.882613, 3.639364, -1.750991)
C (0.726527, 2.093892, -1.182063)
S (1.427055, 0.686270, -2.026843)
N (-0.567565, 2.236521, -1.006474)
C (-1.533429, 1.302030, -1.058183)
O (-1.422291, 0.140732, -0.539722)
C (-2.769648, 1.655046, -1.851872)
C (-3.846536, 0.803061, -1.808805)
C (-4.922070, 0.847186, -2.653739)
C (-5.030803, 1.857272, -3.550664)
C (-4.015058, 2.794646, -3.624334)
C (-2.808884, 2.689927, -2.811508)
H (-0.637959, 4.687431, -1.334046)
H (0.798015, 5.770296, -1.427379)
H (-0.483908, 5.995114, -0.202834)
H (0.011528, 3.705144, 0.683974)
H (1.560325, 4.517250, 0.794404)
H (3.263034, 1.984677, -0.498354)
H (3.090020, 3.565961, 0.322338)
H (3.914536, 2.856620, -2.533418)
H (4.871055, 3.781328, -1.293997)
H (3.652299, 4.602562, -2.312570)
H (-3.769934, -0.016151, -1.091347)
H (-5.596905, 0.070892, -2.619611)
H (-5.917262, 2.028330, -4.160219)
H (-3.992036, 3.567377, -4.352143)
H (-1.991733, 3.379432, -2.964660)
N (-0.940793, -1.788808, -2.992510)
C (-0.395651, -2.722659, -3.947182)
C (0.995677, -3.223919, -3.412572)
O (1.804323, -3.566019, -4.272369)
O (1.159852, -3.105635, -2.122405)
H (-1.885819, -1.983924, -2.784583)
H (-1.063876, -0.885161, -3.496106)
H (-0.200587, -2.200318, -4.898713)
H (-1.001480, -3.573831, -4.221199)
O (-0.612189, -2.794764, 1.705258)
C (-1.660640, -3.134769, 1.073737)
O (-1.781747, -3.077168, -0.131544)
C (-2.815578, -3.646763, 1.956543)
C (-2.457267, -4.190224, 3.183389)
C (-3.401447, -4.425686, 4.158639)
C (-4.797846, -4.185698, 3.876470)
C (-5.106333, -3.706731, 2.643860)
C (-4.132605, -3.321636, 1.752134)
N (-6.448622, -3.564502, 2.215487)
O (-6.623437, -3.380973, 1.024913)
O (-7.262060, -3.684434, 3.115527)
H (-1.431178, -4.351237, 3.491095)
H (-3.089037, -4.864935, 5.072763)
H (-5.565221, -4.296813, 4.632637)
H (-4.444006, -2.746955, 0.884417)

Cartesian forces, eV/Å:
La -0.695 -0.282 -0.394
Se -0.326 0.174 0.846
N -0.544 -1.542 -2.086
C 0.577 1.333 1.106
C -0.236 2.664 2.344
C 1.179 0.512 0.607
C 1.322 0.184 0.575
C -0.493 -1.101 -0.995
N 0.511 0.287 0.550
C 1.028 -2.437 -1.521
C -0.215 0.005 -0.860
N -1.665 1.705 1.085
C 1.829 -1.444 -0.890
C -0.446 1.233 -0.008
C 0.698 -1.117 -0.152
C -0.148 -1.496 0.126
C -2.131 -0.200 -1.675
N 2.528 0.390 0.496
H -0.449 -0.492 -0.265
H -0.719 0.548 0.165
H -1.438 0.332 -0.017
H -0.441 0.159 0.067
H 0.039 0.691 0.877
H -0.478 0.132 -0.008
C -2.131 -2.376 1.734
C 0.350 0.352 -1.673
N 2.822 0.624 0.893
C -0.583 0.536 0.439
C -0.756 -0.107 -0.721
C -0.751 -1.326 -0.442
S 0.063 1.096 0.517
N -1.878 -0.730 -0.302
C 1.285 -0.239 -0.180
O -0.381 1.122 -0.461
C 0.610 0.934 -0.620
C 0.359 -1.592 1.093
C 0.965 0.401 0.526
C -0.180 1.839 -0.899
C 2.799 -0.363 1.450
C -2.233 -0.673 -0.476
H 0.747 0.739 -0.078
H 1.118 0.782 -1.018
H 0.587 -0.040 -0.013
H -0.385 -0.207 0.271
H -0.082 0.315 -0.103
H -0.543 0.824 -0.217
H 0.475 -0.219 -0.459
H 0.343 0.451 0.282
H -0.169 -0.238 -0.214
H -0.305 -1.066 1.201
H -0.108 0.115 -0.182
H -1.674 -1.431 0.193
H 0.213 -0.405 -0.024
H -0.366 0.586 -0.506
H 0.034 -0.015 0.086
N -0.496 1.986 -0.591
C 1.805 -0.078 -0.428
C -0.064 0.513 -1.492
O -0.366 -0.127 1.426
O 0.501 -0.580 -0.762
H -1.305 -0.712 0.611
H 0.545 -0.599 0.787
H 0.150 -0.333 0.354
H -0.421 -0.260 0.365
O 0.189 0.296 -0.537
C -0.302 -0.652 3.306
O -0.482 0.335 -2.961
C 1.112 1.094 0.178
C -0.056 -0.252 1.017
C -2.202 0.199 -1.210
C 1.977 -0.537 1.459
C 1.479 0.237 -0.132
C 0.481 0.060 -1.504
N -0.306 0.038 0.553
O -1.088 0.036 0.468
O -1.077 0.237 -0.969
H 0.097 -0.003 -0.572
H 0.002 -0.103 0.805
H 0.098 -0.338 -0.165
H 0.193 -0.384 -0.073

=====

Computed, not measured: a molecular structure, C33H29N6O3S2SiV in a non-equilibrium geometry, with ωB97M-V/def2-TZVPD.

Output
Net charge: -1
HOMO-LUMO gap (spin up / spin down) in eV: 6.2 / 7.8
Spin multiplicity: 4

Atoms and positions in Å:
V (1.309497, -0.998841, -1.385931)
N (1.075027, 1.321237, 6.910903)
C (1.417576, 0.705254, 5.702450)
C (2.705413, 0.832691, 5.184448)
C (3.053169, 0.197504, 4.004963)
C (2.121632, -0.581647, 3.340416)
C (0.840244, -0.727308, 3.853515)
C (0.488066, -0.084932, 5.026307)
S (2.518039, -1.382622, 1.820971)
O (3.933650, -1.192129, 1.597722)
O (2.009092, -2.722953, 1.909098)
N (1.622445, -0.643692, 0.701286)
C (1.830090, 0.668537, 0.395815)
N (1.463465, 0.895981, -0.907989)
C (1.525826, 2.137176, -1.363554)
C (1.956693, 3.179973, -0.557396)
C (2.348720, 2.846070, 0.724322)
N (2.301942, 1.605447, 1.209953)
H (1.633030, 2.126089, 7.145090)
H (0.090534, 1.497672, 7.028851)
H (3.433692, 1.440707, 5.709860)
H (4.041259, 0.308657, 3.581017)
H (0.121240, -1.339508, 3.323965)
H (-0.512811, -0.196405, 5.427659)
H (1.236652, 2.282877, -2.398691)
H (1.993350, 4.195896, -0.920692)
H (2.724136, 3.604634, 1.404280)
C (4.850635, 0.372998, -1.014999)
C (4.522355, -0.960024, -1.609848)
C (5.481978, -1.945071, -1.769450)
C (5.043282, -3.176587, -2.224631)
N (3.806886, -3.417251, -2.631763)
C (2.952867, -2.382565, -2.577894)
S (1.365060, -2.440574, -3.262918)
N (3.259513, -1.187743, -1.974502)
H (5.919758, 0.570328, -1.091028)
H (4.578309, 0.373330, 0.041147)
H (4.299284, 1.168017, -1.517094)
H (6.508942, -1.774506, -1.481717)
H (5.728903, -4.018323, -2.271520)
O (-0.618854, -1.286121, -1.021695)
Si (-2.009157, -0.567260, -1.255020)
C (-3.446170, -1.708824, -0.832766)
C (-4.766382, -1.458090, -1.215445)
C (-5.805315, -2.286023, -0.810513)
C (-5.539755, -3.388511, -0.008654)
C (-4.235077, -3.657013, 0.381584)
C (-3.201242, -2.823733, -0.028158)
C (-2.289611, 0.073061, -3.007592)
C (-2.865685, -0.726406, -3.998455)
C (-3.047072, -0.258458, -5.293382)
C (-2.653784, 1.030066, -5.627894)
C (-2.069755, 1.840936, -4.664681)
C (-1.893224, 1.362390, -3.372812)
C (-2.202461, 0.919991, -0.100845)
C (-3.140007, 1.940411, -0.281403)
C (-3.286300, 2.962565, 0.648125)
C (-2.491954, 2.984109, 1.788115)
C (-1.558757, 1.976860, 1.993186)
C (-1.423993, 0.956483, 1.059191)
H (-4.990233, -0.603200, -1.845810)
H (-6.821756, -2.073292, -1.120766)
H (-6.347195, -4.039315, 0.305721)
H (-4.021257, -4.518615, 1.002841)
H (-2.180150, -3.039959, 0.266903)
H (-3.174866, -1.736894, -3.754151)
H (-3.494174, -0.900033, -6.043348)
H (-2.800818, 1.400324, -6.635436)
H (-1.754540, 2.845928, -4.919890)
H (-1.440938, 2.009299, -2.627540)
H (-3.762789, 1.945326, -1.170676)
H (-4.018598, 3.744728, 0.484004)
H (-2.606466, 3.778876, 2.515936)
H (-0.933833, 1.981482, 2.879464)
H (-0.707297, 0.160515, 1.229446)

Cartesian forces, eV/Å:
V -1.778 -1.197 -0.143
N 0.020 -0.045 0.036
C -0.004 0.025 0.006
C 0.028 0.002 -0.002
C -0.035 -0.024 0.005
C -0.070 0.040 0.120
C 0.005 0.038 -0.017
C -0.021 -0.014 -0.004
S -0.251 -0.031 0.066
O 0.007 0.035 0.029
O 0.109 -0.082 -0.045
N 0.751 0.681 0.160
C -0.199 -0.116 0.035
N 0.277 1.646 0.712
C -0.120 -0.077 -0.021
C -0.032 0.057 -0.079
C 0.018 -0.125 0.104
N 0.067 0.132 0.090
H -0.008 0.020 -0.017
H -0.008 0.011 -0.016
H 0.003 -0.001 -0.005
H 0.008 0.003 -0.007
H -0.007 -0.015 0.000
H -0.006 0.000 -0.010
H -0.002 0.010 0.005
H 0.012 0.000 0.002
H -0.003 0.001 -0.001
C -0.014 0.030 0.031
C -0.105 0.158 0.047
C 0.040 -0.029 0.005
C 0.023 -0.049 -0.021
N -0.086 0.051 -0.105
C 0.409 -0.034 -0.344
S 0.302 -0.436 -0.323
N 1.002 -0.701 -0.359
H -0.003 0.009 -0.006
H -0.004 -0.017 0.025
H 0.001 -0.015 -0.015
H 0.007 -0.009 -0.005
H 0.003 0.004 -0.006
O -0.449 0.025 0.044
Si 0.181 -0.027 0.099
C -0.069 -0.074 -0.005
C 0.012 -0.032 0.043
C 0.022 0.009 -0.002
C -0.002 -0.009 -0.007
C 0.005 0.027 -0.017
C -0.007 -0.045 -0.024
C -0.099 0.092 -0.094
C 0.048 0.019 -0.008
C 0.010 0.003 0.013
C -0.002 -0.001 -0.002
C 0.005 -0.027 0.009
C 0.023 -0.014 -0.029
C -0.080 0.068 0.072
C 0.050 0.034 0.005
C 0.022 -0.011 0.004
C -0.015 -0.019 -0.019
C 0.007 0.003 -0.013
C -0.016 0.001 0.019
H 0.006 0.014 -0.003
H -0.003 -0.002 -0.004
H -0.003 0.005 0.005
H 0.000 -0.003 0.001
H 0.005 0.014 -0.008
H -0.017 0.000 0.011
H -0.002 -0.002 0.001
H 0.011 -0.005 -0.006
H 0.000 0.006 -0.001
H -0.021 0.012 0.013
H -0.013 -0.005 0.002
H -0.005 0.000 -0.003
H 0.010 0.015 -0.006
H 0.011 -0.012 0.001
H 0.041 0.006 -0.020